Entry 1:
Here is C38H37N4P2SW as an isolated structure from the Open Molecules 2025 dataset. Energies are from the ωB97M-V functional and the def2-TZVPD basis.

The maximum force comes out at 0.70 eV Å⁻¹. Its spin multiplicity is 3. As for the expectation value of S²: 2.023. As for the total charge: +3. Its LUMO energy (alpha / beta) is -0.3682 / -0.3476 Ha. As for the total energy: -77182.92779 eV. The value obtained for the HOMO energy (alpha / beta) is -16.18 / -16.36 eV. The frontier orbital gap (alpha / beta) comes out at 6.16 / 6.91 eV.

```
83
Properties=species:S:1:pos:R:3:lowdin_spin:R:1
W 1.00814 -0.15963 -0.04459 1.724
N 2.30977 1.22693 1.12778 0.040
C 3.53880 1.66126 0.47039 0.008
C 4.72926 1.62515 1.17251 0.003
C 5.89965 2.04020 0.55393 -0.001
C 5.86386 2.49194 -0.75585 0.003
C 4.66329 2.53501 -1.44447 -0.002
C 3.47051 2.11914 -0.84565 0.002
C 2.20584 2.17015 -1.60891 -0.001
C 2.01163 3.21219 -2.50994 0.002
C 0.91011 3.24166 -3.35484 -0.011
C -0.03310 2.21866 -3.33618 0.003
C 0.11443 1.19446 -2.42652 0.021
C 1.20025 1.15667 -1.51463 0.023
H 2.56706 0.83886 2.03603 0.007
H 1.73956 2.05025 1.34588 0.004
H 4.75133 1.28730 2.20270 0.000
H 6.83346 2.01436 1.09856 0.000
H 6.77354 2.81314 -1.24422 0.000
H 4.65383 2.87264 -2.47208 0.000
H 2.72983 4.01956 -2.55570 0.000
H 0.79592 4.06792 -4.04515 0.000
H -0.87077 2.23105 -4.02051 0.000
H -0.63407 0.40954 -2.41268 0.005
C -3.50628 -0.53562 0.90551 0.001
N -2.10777 -0.32482 0.48630 0.007
P -1.19012 -1.43950 -0.41766 0.046
C -2.04346 -1.68865 -1.97874 0.011
C -2.92535 -0.72758 -2.47924 0.002
C -3.53760 -0.92028 -3.70692 0.001
C -3.26448 -2.06518 -4.44527 0.004
C -2.38351 -3.02046 -3.95502 0.000
C -1.77379 -2.83858 -2.72385 0.004
C -1.13634 -3.00856 0.44315 0.004
C -0.04042 -3.24089 1.27319 0.003
C 0.03296 -4.38498 2.04956 0.000
C -1.00439 -5.30721 1.99562 0.002
C -2.10540 -5.08383 1.17570 0.000
C -2.17720 -3.93902 0.39992 0.001
P -0.99272 0.56740 1.38938 -0.005
C -1.17406 0.29858 3.14402 -0.003
C -2.05175 1.11269 3.86870 -0.001
C -2.27247 0.86056 5.21223 0.000
C -1.61968 -0.19452 5.83807 0.000
C -0.74478 -1.00365 5.12304 0.000
C -0.52448 -0.76211 3.77868 0.000
C -1.20430 2.32172 1.05832 -0.001
C -0.53861 3.25198 1.86414 -0.001
C -0.61213 4.60125 1.56189 0.000
C -1.35613 5.02905 0.46768 -0.002
C -2.02364 4.10820 -0.32831 0.000
C -1.93925 2.75318 -0.04341 -0.001
H -4.06195 -0.98247 0.08313 0.000
H -3.95872 0.42555 1.14679 0.000
H -3.55593 -1.18997 1.77660 0.000
H -3.15065 0.16077 -1.90094 0.000
H -4.23786 -0.18680 -4.08326 0.000
H -3.74894 -2.21867 -5.40021 0.000
H -2.18602 -3.91783 -4.52584 0.000
H -1.10755 -3.60192 -2.33788 0.000
H 0.78023 -2.52179 1.30792 0.002
H 0.88932 -4.56434 2.68594 0.000
H -0.95723 -6.20856 2.59205 0.000
H -2.90834 -5.80760 1.14156 0.000
H -3.03517 -3.77696 -0.24166 0.000
H -2.56252 1.94004 3.39154 0.000
H -2.95264 1.48812 5.77167 0.000
H -1.79211 -0.38660 6.88861 0.000
H -0.23638 -1.82096 5.61623 0.000
H 0.15121 -1.40624 3.22905 0.001
H -0.00844 2.93353 2.75694 0.000
H -0.11255 5.32356 2.19353 0.000
H -1.42676 6.08562 0.24626 0.000
H -2.61897 4.44574 -1.16613 0.000
H -2.45458 2.03616 -0.67032 0.000
N 2.19573 -1.94583 -2.87912 0.008
C 2.96440 -2.34058 -1.88248 0.026
N 3.86797 -3.28448 -2.04554 0.007
S 2.88410 -1.61712 -0.29335 0.045
H 2.27296 -2.35518 -3.80014 0.000
H 1.58919 -1.14671 -2.76890 0.008
H 4.03606 -3.72346 -2.94031 0.001
H 4.42715 -3.59261 -1.26427 0.000
```

=====

Entry 2:
Here is C38H37N5O2SSeSiW as an isolated structure from the Open Molecules 2025 dataset. Energies are from the ωB97M-V functional and the def2-TZVPD basis.

The maximum force comes out at 0.77 eV Å⁻¹. As for the total charge: +2. Its LUMO energy is -0.2685 Ha. As for the total energy: -137428.24585 eV. The value obtained for the HOMO energy is -13.21 eV. The frontier orbital gap comes out at 5.91 eV. As for the energy above the lowest of the compared OMol25 structures with the same formula, charge and spin: 31.0 kJ/mol.

```
86
Properties=species:S:1:pos:R:3:mulliken_charge:R:1
W -0.50835 -0.45569 -0.42551 -0.324
O 1.92030 0.84540 -3.42385 -0.613
C 1.05243 0.87460 -2.59219 -0.037
N 1.14377 0.41692 -1.27816 0.403
C 2.40602 -0.07051 -0.84204 0.413
C 3.65642 0.27008 -1.35701 -1.046
C 4.78006 -0.34121 -0.82711 -0.835
C 4.67420 -1.27963 0.19600 -0.890
C 3.43859 -1.57861 0.74008 -0.539
C 2.31797 -0.94269 0.22464 1.261
N 1.00331 -1.13908 0.70858 0.566
C 0.82866 -1.23664 2.10152 -0.511
O 1.62034 -0.95279 2.95215 -0.526
C -0.51680 -1.80451 2.37293 0.667
C -0.84547 -2.35296 3.59217 -0.766
C -2.05732 -3.01771 3.70170 -0.584
C -2.86756 -3.10933 2.58155 -1.174
C -2.47713 -2.49446 1.40597 0.090
N -1.31838 -1.83626 1.30249 0.477
C -0.29528 1.40082 -2.89514 0.516
C -0.53958 2.04844 -4.08622 -0.875
C -1.79880 2.58519 -4.29511 -0.527
C -2.73676 2.46885 -3.28297 -1.036
C -2.41292 1.78149 -2.12817 0.125
N -1.20545 1.22798 -1.93252 0.296
H 3.75452 0.98059 -2.15969 0.592
H 5.75236 -0.08791 -1.22763 0.474
H 5.55956 -1.76755 0.58018 0.448
H 3.34440 -2.28371 1.55402 0.559
H -0.14237 -2.26669 4.40913 0.604
H -2.35290 -3.47735 4.63535 0.502
H -3.80570 -3.64536 2.61066 0.506
H -3.09779 -2.53257 0.52643 0.597
H 0.26452 2.12560 -4.80459 0.587
H -2.03594 3.10376 -5.21462 0.504
H -3.72163 2.90461 -3.37414 0.514
H -3.12970 1.70718 -1.33037 0.458
C 3.93167 4.44616 2.34119 -1.719
C 3.56517 2.98261 2.62502 1.953
C 4.19239 2.10036 1.55066 -1.855
C 4.12699 2.55920 3.99124 -1.691
C 2.04559 2.84145 2.65069 -0.010
C 1.31313 3.57200 3.60920 -0.240
C -0.05472 3.49350 3.70885 -1.461
C -0.71599 2.64447 2.82596 1.049
S -2.41738 2.34365 2.71066 -0.415
C -2.14118 1.26679 1.43322 -0.013
N -0.87681 1.10373 1.09018 0.550
C -0.02161 1.90785 1.87144 -1.312
C 1.36459 2.01906 1.77090 0.388
C -3.16810 0.54913 0.69853 1.577
C -4.52852 0.73071 0.93356 -0.538
C -5.45149 0.07981 0.13409 -1.234
C -4.99818 -0.73941 -0.89307 -0.640
C -3.63647 -0.92649 -1.10603 -0.222
C -2.69033 -0.29082 -0.30729 0.451
H 5.01696 4.55767 2.32728 0.443
H 3.53982 5.12191 3.10261 0.373
H 3.54441 4.76565 1.37138 0.370
H 5.27741 2.20741 1.58408 0.557
H 3.86727 2.38955 0.54857 0.389
H 3.95653 1.04508 1.70870 0.246
H 5.21480 2.64194 3.98009 0.455
H 3.86542 1.52247 4.21366 0.331
H 3.75784 3.18688 4.80273 0.382
H 1.84019 4.22925 4.28741 0.499
H -0.59893 4.07384 4.44198 0.460
H 1.89991 1.45986 1.01946 0.029
H -4.86536 1.38626 1.72872 0.513
H -6.51104 0.21857 0.29970 0.451
H -5.71071 -1.24164 -1.53558 0.508
H -3.32171 -1.57264 -1.91311 0.148
C -3.05503 -4.30749 -2.99383 -0.965
Si -1.41285 -3.84334 -3.66628 0.506
C -1.37970 -2.71610 -5.10771 -1.049
C -0.06780 -5.05837 -3.47078 -1.024
Se -0.65259 -2.15165 -1.97482 -0.382
H -3.35400 -5.28827 -3.37569 0.441
H -3.82023 -3.58478 -3.27946 0.322
H -3.01463 -4.37767 -1.90614 0.299
H -1.72011 -3.23791 -6.00776 0.435
H -0.36823 -2.34990 -5.29019 0.335
H -2.04080 -1.86536 -4.93604 0.324
H -0.21367 -5.87541 -4.18498 0.408
H -0.06834 -5.48217 -2.46593 0.340
H 0.90485 -4.60563 -3.66557 0.362
```